The following is a quantum chemistry calculation of 2 unconnected molecules or ions with the total composition C6H9O2, from the Open Molecules 2025 dataset.

```
17
Properties=species:S:1:pos:R:3
O -3.20964 0.84009 0.64179
O -2.50673 0.08427 -1.38480
C -0.90676 0.34644 0.41662
C 2.49971 -0.48050 0.03245
C -2.39035 0.47351 -0.21226
C 1.40650 1.54253 -0.61554
C 1.35500 0.15280 -0.38764
C 0.03739 -0.44694 -0.36544
H 3.46877 -0.01290 0.16747
H 2.29197 2.10769 -0.87155
H -0.37875 -1.08365 -1.13835
H 0.49120 1.97226 -0.99318
H -1.58097 -2.37775 0.84273
H 2.54631 -1.48783 0.43620
H -1.63270 -2.74632 1.48951
H -0.48872 1.34322 0.58831
H -1.00222 -0.22693 1.35369
```

Values from the calculation:
- Kohn-Sham gap: 5.0 eV
- LUMO level: 2.10 eV
- Energy relative to the best compared isomer or geometry (same formula, charge and spin): 5.388 eV
- E: -384.34757 Ha
- HOMO energy: -2.946 eV
- Strongest force on any atom: 3.5 eV Å⁻¹
- Net charge: -1


The following is a quantum chemistry calculation of 2 unconnected molecules or ions with the total composition C5H14NO, from the Open Molecules 2025 dataset.

```
21
Properties=species:S:1:pos:R:3
O 0.04563 2.54459 1.06414
N -1.47550 1.28234 -0.52042
C -0.14401 -0.75740 -1.39807
C 1.30887 -2.25746 1.28731
C -1.40748 -0.20010 -0.67094
C 0.95328 -1.00571 0.79801
C 1.21100 -0.68959 -0.67299
H 1.67504 -3.12183 0.72956
H -0.44138 -1.79203 -1.31700
H 0.98032 -2.53399 2.30726
H 1.78315 -1.54099 -1.02345
H 1.74410 0.25548 -0.78101
H -0.19214 3.09929 1.85565
H 1.02331 2.69462 0.80359
H -0.60215 1.86113 -0.17873
H -2.22882 -0.59576 -1.28974
H -1.68328 -0.56459 0.30714
H -1.76394 1.63796 -1.46361
H -2.14570 1.66903 0.16576
H 0.44275 -0.28972 1.41803
H -0.03540 -0.54529 -2.52061
```

Values from the calculation:
- Kohn-Sham gap (spin up / spin down): 11.6 / 7.7 eV
- LUMO level (spin up / spin down): -8.72 / -12.63 eV
- Energy relative to the best compared isomer or geometry (same formula, charge and spin): 1.366 eV
- E: -328.13729 Ha
- HOMO energy (spin up / spin down): -20.339 / -20.375 eV
- Strongest force on any atom: 2.8 eV Å⁻¹
- Multiplicity: 2
- Net charge: +2


The following is a quantum chemistry calculation of a gas-phase ion, C5H13N2 (charge +1), from the Open Molecules 2025 dataset.

```
20
Properties=species:S:1:pos:R:3
N 1.88076 -0.88040 -1.47240
N -0.22996 1.27126 1.73947
C -0.25133 0.63210 -0.64255
C 0.48587 -1.51569 -1.39322
C -0.59936 -0.41677 -1.61012
C -1.10418 1.03703 2.81246
C -0.70068 0.56598 0.66532
H 0.55193 -2.29162 -2.17657
H -0.82591 1.55801 3.78789
H -1.46528 -0.09644 0.85106
H -0.41751 -0.14974 -2.64653
H 0.09434 1.62179 -0.95385
H 0.42935 -1.95133 -0.38534
H 1.90700 -0.17843 -0.68900
H 0.32711 2.14028 1.55633
H -1.62853 -0.85065 -1.32423
H 1.97052 -0.37820 -2.32030
H -0.99304 -0.04957 2.95285
H -2.05049 1.47056 2.52447
H 2.61937 -1.53820 -1.27576
```

Values from the calculation:
- Kohn-Sham gap: 8.2 eV
- LUMO level: -3.31 eV
- Energy relative to the best compared isomer or geometry (same formula, charge and spin): 3.015 eV
- E: -307.51079 Ha
- HOMO energy: -11.553 eV
- Strongest force on any atom: 4.7 eV Å⁻¹
- Net charge: +1
- Structure (SMILES): CN/C=C/CC[NH3+]


The following is a quantum chemistry calculation of a molecular structure, C14H30N2O5PS2Sn, from the Open Molecules 2025 dataset.

```
55
Properties=species:S:1:pos:R:3
Sn -0.29820 -1.05326 0.19268
S -0.97237 4.67751 -1.58513
S 0.51990 3.97151 -0.13333
P -0.18448 5.88559 -0.18639
O 1.51515 -2.60638 0.05137
O -1.19326 6.32439 0.86626
O -0.36412 -2.39625 1.81069
O 0.76224 7.03219 -0.50688
O -0.63062 -2.41651 -1.38675
N -0.03763 -3.99847 -2.88525
N 0.40345 -3.98794 3.20151
C 1.75765 -3.36539 1.24583
C 3.19082 6.82015 -0.59847
C 0.28639 6.67043 2.81746
C 0.96066 -4.93136 -3.43808
C 1.98524 7.23887 -1.39599
C -1.34713 -3.96661 -3.55927
C 0.52872 -3.25435 2.13903
C -0.96405 7.15583 2.13226
C 1.43297 -4.92094 3.68043
C 1.58905 -3.30734 -1.19827
C -0.78411 -3.87377 4.06655
C -0.97734 8.61200 1.75731
C 0.22134 -3.24603 -1.86033
C 1.81041 6.53942 -2.71588
H 0.40556 7.22052 3.75110
H 1.88276 5.45615 -2.61165
H 1.94349 8.31820 -1.51737
H -1.85506 6.88222 2.69071
H 1.17495 6.86943 2.21345
H 1.02901 -5.93163 3.67627
H -1.71638 -4.98735 -3.63540
H -1.86380 8.86055 1.17664
H 0.87052 6.80698 -3.19610
H 1.93583 -4.45717 -3.52795
H -1.62505 -3.49045 3.50086
H -1.01534 -4.86464 4.44900
H 0.63496 -5.21669 -4.43361
H 4.08581 7.10273 -1.15364
H -1.21876 -3.55429 -4.55865
H 2.33661 -2.81791 -1.82555
H -1.00562 9.19845 2.67654
H 1.95127 -4.40619 0.99241
H -0.08333 8.89381 1.20261
H 2.61781 6.86708 -3.37160
H 2.33086 -4.88437 3.07233
H 2.63691 -2.95483 1.74449
H 1.02650 -5.83012 -2.82518
H 0.22672 5.60985 3.06177
H 3.22534 7.32468 0.36569
H -0.56147 -3.20914 4.90036
H 1.69616 -4.64785 4.70098
H 3.21273 5.73910 -0.45322
H 1.89904 -4.33880 -1.03904
H -2.04470 -3.36194 -2.99310
```

Values from the calculation:
- Kohn-Sham gap: 7.5 eV
- LUMO level: -9.08 eV
- Energy relative to the best compared isomer or geometry (same formula, charge and spin): 0.000 eV
- E: -2388.35574 Ha
- HOMO energy: -16.612 eV
- Strongest force on any atom: 0.2 eV Å⁻¹
- Net charge: +3


The following is a quantum chemistry calculation of a molecular structure, C27H29InN4O5, from the Open Molecules 2025 dataset.

```
66
Properties=species:S:1:pos:R:3
In 0.18083 -0.48892 -0.80884
O -1.68652 0.51979 -1.05777
O 1.15726 -2.43546 -1.31782
O 0.55662 -0.53030 -3.09423
O 0.93429 -4.60763 -0.82741
O -3.86431 0.34501 -0.60349
N 0.72720 1.88901 -0.43557
N -1.43554 -2.10363 -1.71058
N -0.32923 2.43859 -2.98254
N 2.50799 -0.10806 -0.25662
C -2.93998 3.39563 -3.07905
C 1.64983 3.06528 1.41579
C -0.94049 2.89358 -1.89137
C -0.49036 -2.62412 4.28244
C -0.65915 -0.95348 -3.73954
C 1.29314 -0.87433 4.50759
C -1.04741 -3.29264 -0.94682
C -2.80318 -0.12581 -0.96731
C -0.06308 -1.01882 2.47770
C 3.74107 0.96627 1.46641
C -0.00786 -0.88614 1.27514
C 0.71651 4.07101 1.25188
C 4.69126 -0.03995 1.43115
C 0.47540 -3.50146 -1.02559
C 1.63181 1.98740 0.54024
C 4.53898 -1.07569 0.52886
C -2.77964 -1.58551 -1.44357
C -1.16122 -2.25764 -3.14494
C -0.09931 -1.18116 3.93958
C -2.30975 2.94311 -4.22926
C 2.65890 0.90617 0.59988
C 3.42220 -1.07764 -0.28932
C -1.00982 2.47663 -4.12625
C -1.12653 -0.20966 4.53482
C -0.11551 2.90227 -0.65604
C -2.24318 3.38229 -1.88911
C -0.15986 4.00615 0.18607
H -1.16414 -0.32236 5.62084
H 0.21967 -3.32972 3.85011
H -0.85148 4.80983 -0.02132
H 1.58717 0.14926 4.26710
H -2.05680 -2.58372 -3.68581
H -1.54374 -4.20301 -1.29560
H 1.13124 -1.31382 -3.02427
H -3.30870 -2.20087 -0.71691
H -0.40349 -3.03034 -3.28341
H 2.36960 3.12674 2.21652
H -1.37361 -0.14689 -3.58070
H -2.71485 3.67647 -0.96204
H 1.28962 -0.98864 5.59406
H -2.81365 2.94412 -5.18621
H -2.11925 -0.40377 4.12856
H -1.30324 -3.13565 0.10328
H 3.85574 1.78274 2.16197
H -3.37798 -1.59937 -2.35884
H -1.48188 -2.85543 3.89202
H -0.47865 -1.06613 -4.81053
H -0.48623 2.10385 -5.00080
H 5.25239 -1.88450 0.46432
H 3.21562 -1.89412 -0.96511
H -0.86049 0.82198 4.30014
H -3.96540 3.73959 -3.10810
H 5.53798 -0.00904 2.10415
H 0.69907 4.91499 1.92876
H 2.03771 -1.55166 4.08708
H -0.50360 -2.76062 5.36623
```

Values from the calculation:
- Kohn-Sham gap: 8.4 eV
- LUMO level: -0.47 eV
- Energy relative to the best compared isomer or geometry (same formula, charge and spin): 0.000 eV
- E: -1831.67222 Ha
- HOMO energy: -8.850 eV
- Strongest force on any atom: 0.2 eV Å⁻¹
- Net charge: 0


The following is a quantum chemistry calculation of a molecular structure, C5H7AgBrN2SbSe4, from the Open Molecules 2025 dataset.

```
21
Properties=species:S:1:pos:R:3
Sb -5.46925 10.17976 9.44013
Ag -5.90117 7.02963 8.56844
Br -2.99079 5.89577 7.09839
Se -5.26139 9.35284 7.05750
Se -4.35918 8.48964 10.77656
Se -4.38676 12.36746 9.71380
Se -7.79922 10.55733 10.19568
N -7.42493 6.86476 10.30795
N -5.04706 4.70113 8.67491
C -4.95267 2.39682 9.45756
C -3.16740 3.21957 8.01350
C -5.55414 3.60685 9.37509
C -3.85004 4.49793 8.05164
C -3.75588 2.16468 8.75786
H -2.26588 3.17465 7.31654
H -8.26861 6.34610 10.36229
H -5.44354 1.67487 10.07787
H -6.51261 3.63706 9.83315
H -3.14531 1.19641 8.87121
H -6.89182 6.86792 11.07549
H -7.66485 7.89297 10.22657
```

Values from the calculation:
- Kohn-Sham gap: 3.9 eV
- LUMO level: 3.85 eV
- E: -12871.28323 Ha
- HOMO energy: -0.096 eV
- Strongest force on any atom: 4.9 eV Å⁻¹
- Net charge: -2